Record 1
The following is a quantum chemistry calculation of a 9-piece molecular cluster, C54H126O27 overall at a distorted geometry, from the OMol25 dataset.

```
207
Properties=species:S:1:pos:R:3
C 0.0874 2.4272 -1.8295
O 0.9426 1.3277 -2.0607
C 1.5787 0.5466 -0.9741
C 0.4943 -0.1565 -0.1840
O -0.4754 -0.8371 -1.0302
C -1.5518 -1.4168 -0.2127
C -2.3861 -2.5945 -0.9918
O -2.9456 -3.5276 -0.0193
C -4.0642 -4.2310 -0.4789
H -0.4072 2.7270 -2.7534
H 0.5077 3.3937 -1.5513
H -0.5901 1.9790 -1.1027
H 2.1937 1.1148 -0.2762
H 2.1399 -0.3049 -1.3588
H 0.1264 0.7617 0.2737
H 0.9402 -0.7933 0.5800
H -2.2762 -0.6231 -0.0301
H -1.0814 -1.7841 0.6993
H -1.6800 -2.9016 -1.7633
H -3.1398 -2.1236 -1.6230
H -4.9852 -4.1095 0.0914
H -3.8845 -5.2978 -0.6126
H -4.3360 -3.9270 -1.4897
C 3.6044 -0.8346 12.4024
O 4.9240 -0.3952 12.1284
C 5.1882 0.9497 12.4748
C 4.1991 2.0709 11.9160
O 4.1336 2.2349 10.4966
C 4.0155 1.0744 9.6973
C 4.0592 1.2462 8.2281
O 2.8837 1.7332 7.5822
C 2.9338 3.1485 7.5895
H 3.5592 -1.8090 11.9160
H 2.8772 -0.1036 12.0491
H 3.4547 -1.0206 13.4659
H 6.2027 1.2432 12.2052
H 5.2363 1.1126 13.5515
H 4.3565 3.0622 12.3412
H 3.1740 1.9901 12.2775
H 3.0642 0.5779 9.8884
H 4.7408 0.3210 10.0045
H 4.1351 0.2353 7.8277
H 4.9911 1.7374 7.9480
H 2.2310 3.6659 6.9364
H 3.7970 3.5805 7.0832
H 2.8555 3.5297 8.6077
C -2.7952 2.1313 1.7677
O -1.9622 1.6730 2.7921
C -2.1969 0.3664 3.1959
C -1.8448 -0.0149 4.6594
O -0.7873 0.8041 5.1610
C 0.4494 1.0599 4.4447
C 1.4442 -0.0583 4.6066
O 1.2980 -1.0922 3.6033
C 2.2796 -2.1565 3.7483
H -2.4750 2.9504 1.1237
H -3.8212 2.1219 2.1355
H -2.9752 1.4328 0.9506
H -1.5634 -0.2181 2.5287
H -3.2094 0.0334 2.9679
H -1.5182 -1.0477 4.7805
H -2.7212 0.2764 5.2383
H 0.8954 1.9367 4.9140
H 0.2883 1.3338 3.4020
H 1.2921 -0.5743 5.5546
H 2.4744 0.2328 4.8120
H 2.2286 -2.6308 4.7284
H 3.2678 -1.7098 3.6388
H 2.0697 -2.9240 3.0034
C -2.8769 3.1763 5.9516
O -2.9066 4.1793 6.9288
C -2.8336 5.5422 6.3948
C -3.6151 6.5189 7.1976
O -5.0502 6.2596 7.2369
C -5.6942 7.4518 7.8191
C -6.1708 8.5432 6.7788
O -6.9558 9.4488 7.5444
C -7.5472 10.4199 6.7670
H -1.9303 2.8925 5.4916
H -3.5348 3.4229 5.1183
H -3.2115 2.3147 6.5294
H -3.2406 5.4723 5.3861
H -1.8136 5.9184 6.3162
H -3.3695 7.4965 6.7829
H -3.2531 6.3727 8.2153
H -5.0719 8.0718 8.4645
H -6.5190 7.1016 8.4397
H -6.7723 7.9413 6.0976
H -5.2699 9.0035 6.3731
H -6.8430 10.9471 6.1234
H -7.9463 11.2721 7.3172
H -8.2575 9.9783 6.0681
C 8.2025 -3.0601 -3.7126
O 7.6209 -3.2639 -2.4710
C 6.4132 -2.5654 -2.3151
C 6.1199 -2.5092 -0.8102
O 5.4874 -3.6883 -0.2116
C 5.1656 -3.5246 1.1154
C 4.5098 -4.6402 1.7420
O 3.2771 -4.8649 1.0906
C 2.6286 -5.9584 1.7599
H 9.1971 -3.4461 -3.9357
H 8.3879 -1.9880 -3.7778
H 7.5616 -3.2871 -4.5645
H 5.5674 -2.9127 -2.9085
H 6.4102 -1.5091 -2.5840
H 5.4396 -1.6786 -0.6222
H 7.0067 -2.2340 -0.2393
H 4.4448 -2.7192 1.2564
H 6.0679 -3.3443 1.6997
H 4.2366 -4.5516 2.7935
H 5.1303 -5.5287 1.6260
H 2.0031 -5.9105 2.6513
H 3.1872 -6.8940 1.7866
H 1.8487 -6.2630 1.0620
C -3.8268 -1.6774 7.7302
O -4.6192 -2.1320 8.8397
C -5.6009 -3.1959 8.6252
C -6.5935 -3.4898 9.7840
O -6.1074 -3.6072 11.1279
C -6.5767 -4.7747 11.8392
C -8.0825 -4.6474 12.3731
O -8.3954 -5.6909 13.2919
C -9.8232 -6.0230 13.3168
H -3.3018 -0.8192 8.1496
H -4.4778 -1.3909 6.9042
H -3.0765 -2.4002 7.4096
H -4.9405 -4.0192 8.3531
H -6.2037 -2.9008 7.7664
H -7.0663 -4.4337 9.5125
H -7.3532 -2.7084 9.7650
H -5.8807 -4.9471 12.6602
H -6.3974 -5.7043 11.2989
H -8.7798 -4.5652 11.5394
H -8.1600 -3.7269 12.9516
H -10.3699 -5.4034 14.0276
H -10.0473 -7.0420 13.6323
H -10.3099 -5.7810 12.3720
C 0.6564 2.2831 11.4169
O 0.2580 1.1108 10.7199
C -0.2695 1.3334 9.4223
C -0.2133 -0.0035 8.5692
O -0.8570 -1.1270 9.1975
C -0.4704 -2.3635 8.6842
C 0.6744 -2.8456 9.4775
O 1.9366 -2.4001 9.1107
C 2.4146 -2.9483 7.8596
H 1.5062 2.7780 10.9468
H 0.7735 1.7973 12.3856
H -0.1859 2.9570 11.5734
H 0.3065 2.0766 8.8710
H -1.3229 1.6099 9.4690
H 0.8297 -0.3109 8.6448
H -0.5294 0.1561 7.5383
H -0.2422 -2.3945 7.6188
H -1.3366 -3.0252 8.6801
H 0.5636 -3.9294 9.4412
H 0.5080 -2.6740 10.5410
H 1.6622 -2.8213 7.0813
H 2.6921 -4.0014 7.9055
H 3.3283 -2.4656 7.5130
C -2.0094 -5.2304 2.8221
O -2.4481 -5.3117 4.2203
C -1.7703 -4.4230 5.1890
C -0.2734 -4.8649 5.4671
O 0.2079 -5.0546 6.8282
C 0.3594 -6.4289 7.1568
C -1.0168 -7.0531 7.4341
O -1.6464 -6.2358 8.4374
C -2.8920 -6.7953 8.8682
H -2.6593 -5.7441 2.1138
H -1.0167 -5.5619 2.5175
H -2.0751 -4.1729 2.5662
H -2.3196 -4.4989 6.1274
H -1.8271 -3.3782 4.8834
H 0.4224 -4.1644 5.0053
H -0.1199 -5.7916 4.9141
H 0.7326 -6.5445 8.1744
H 1.0607 -6.9979 6.5464
H -0.9214 -8.0895 7.7578
H -1.7698 -7.1433 6.6511
H -3.1084 -7.7850 8.4660
H -3.6910 -6.1842 8.4481
H -2.9672 -7.0401 9.9276
C -6.3096 5.6144 3.6520
O -5.7318 6.0226 2.3952
C -4.8925 5.1073 1.6453
C -5.7290 3.8217 1.2053
O -5.9473 2.8550 2.2841
C -7.1224 2.1186 2.2010
C -7.1415 0.6234 2.8018
O -7.0116 0.6757 4.2516
C -5.8212 1.0212 4.8373
H -5.6224 5.0489 4.2813
H -7.2042 4.9989 3.5576
H -6.7090 6.5275 4.0935
H -4.1126 4.8957 2.3768
H -4.5289 5.6160 0.7525
H -5.1637 3.2832 0.4447
H -6.6613 4.2465 0.8332
H -7.4226 2.1284 1.1532
H -7.9153 2.7241 2.6402
H -6.4095 -0.0639 2.3776
H -8.0608 0.0639 2.6286
H -4.9958 1.1352 4.1346
H -5.3421 0.3939 5.5890
H -6.0446 2.0168 5.2206
```

Calculated values
Spin multiplicity: 1
Energy above the lowest of the compared OMol25 structures with the same formula, charge and spin (eV): 8.557
Total charge: 0
Electronic energy (hartree): -4163.66121
SMILES: COCCOCCOC.COCCOCCOC.COCCOCCOC.COCCOCCOC.COCCOCCOC.COCCOCCOC.COCCOCCOC.COCCOCCOC.COCCOCCOC
Maximum force (eV/A): 3.191
LUMO level (eV): 0.45


Record 2
The following is a quantum chemistry calculation of a 11-piece molecular cluster, C54H138F4N21O19P7 overall at a distorted geometry, from the OMol25 dataset.

```
243
Properties=species:S:1:pos:R:3
C -4.0642 -3.2525 -0.1724
N -4.9832 -3.9527 -1.0736
C -5.9596 -4.8267 -0.4069
P -5.6042 -3.0703 -2.3561
O -6.8397 -2.3287 -2.0168
N -4.3650 -2.1478 -3.0170
C -4.3407 -0.7091 -2.7114
C -3.1569 -2.6862 -3.6072
N -5.8713 -4.2801 -3.4656
C -5.0960 -5.5106 -3.6282
C -6.8539 -4.0259 -4.5094
H -3.5514 -3.9577 0.4832
H -4.5156 -2.4330 0.3943
H -3.2561 -2.7912 -0.7446
H -5.5133 -5.0925 0.5513
H -6.2093 -5.6909 -1.0203
H -6.8911 -4.2974 -0.1867
H -3.7108 -0.1568 -3.4146
H -5.2861 -0.1741 -2.7264
H -3.8301 -0.6186 -1.7475
H -3.2109 -3.7756 -3.5460
H -3.1258 -2.4084 -4.6596
H -2.2826 -2.4856 -2.9799
H -4.6452 -5.8330 -2.6923
H -5.7971 -6.3176 -3.8604
H -4.3818 -5.4076 -4.4469
H -7.0335 -4.8848 -5.1521
H -6.5473 -3.1926 -5.1540
H -7.7939 -3.6888 -4.0690
C 1.9810 0.4726 -9.0000
N 0.9526 0.1073 -8.0201
C -0.1303 -0.7545 -8.4897
P 0.7146 0.9907 -6.6217
O 1.9673 1.3726 -5.9362
N -0.2027 2.3432 -7.1153
C -0.8459 3.2110 -6.1239
C -0.1853 2.8834 -8.4809
N -0.4054 0.1919 -5.6539
C -0.1651 0.0465 -4.2233
C -1.8458 0.2222 -5.9596
H 1.9718 1.5283 -9.2577
H 1.9328 -0.2173 -9.8404
H 2.9448 0.2107 -8.5546
H -0.5878 -1.3529 -7.7085
H 0.2962 -1.5334 -9.1334
H -0.8005 -0.2133 -9.1644
H -0.2495 3.1426 -5.2127
H -0.7609 4.2312 -6.5014
H -1.9095 2.9969 -6.0070
H -0.3182 2.0518 -9.1823
H -1.0134 3.5751 -8.5870
H 0.8119 3.2367 -8.7615
H -0.9087 -0.5988 -3.7662
H 0.8161 -0.4306 -4.1484
H -0.0760 1.0241 -3.7402
H -1.9711 0.1641 -7.0398
H -2.3465 1.0359 -5.4398
H -2.3227 -0.7287 -5.7061
C 1.9603 1.6965 3.9926
N 2.5366 1.0780 5.1523
C 3.2677 1.9516 6.0588
P 2.4114 -0.6020 5.3581
O 1.2639 -1.1729 4.6321
N 3.9483 -1.2136 4.9287
C 5.2115 -0.6170 5.3069
C 4.0350 -2.6641 4.7050
N 2.3017 -0.8526 7.0405
C 1.1986 -0.2005 7.7535
C 3.4423 -1.3154 7.8207
H 0.8628 1.6709 3.9954
H 2.1797 1.2337 3.0227
H 2.2579 2.7317 3.8232
H 3.4570 1.4276 6.9945
H 2.6749 2.8560 6.2043
H 4.2401 2.2299 5.6400
H 5.7074 -1.1017 6.1528
H 5.9049 -0.6147 4.4605
H 5.1654 0.4369 5.5770
H 4.0534 -3.2576 5.6229
H 3.1890 -2.9579 4.0871
H 4.9606 -2.8696 4.1665
H 0.2557 -0.5933 7.3554
H 1.0368 -0.5151 8.7849
H 1.2941 0.8750 7.6063
H 3.7597 -2.3119 7.5097
H 3.0851 -1.5138 8.8320
H 4.2157 -0.5454 7.7945
C -4.9131 2.9323 3.6566
N -5.6261 1.6828 3.4116
C -6.3518 1.1778 4.5664
P -6.3693 1.3970 1.9183
O -6.7703 0.0229 1.5716
N -7.7118 2.4358 1.8304
C -7.5330 3.8595 2.0392
C -9.0146 1.9167 2.2425
N -5.1939 2.0292 0.8589
C -3.7981 1.6495 1.0872
C -5.5372 2.2803 -0.5547
H -3.8428 2.7653 3.8025
H -5.4162 3.4961 4.4429
H -4.8771 3.5952 2.7901
H -5.6719 0.7048 5.2774
H -7.0977 0.4344 4.2807
H -6.9102 2.0183 4.9924
H -7.4909 4.1649 3.0911
H -6.6153 4.1615 1.5341
H -8.3393 4.4233 1.5648
H -9.0342 1.7187 3.3225
H -9.8176 2.6329 2.0745
H -9.2207 0.9659 1.7558
H -3.2077 1.5098 0.1807
H -3.2932 2.4589 1.6273
H -3.6691 0.7588 1.7021
H -4.9759 3.1687 -0.8621
H -6.6175 2.3555 -0.6230
H -5.0854 1.5363 -1.2151
C 0.2447 7.2791 1.8856
N 0.5291 6.0083 1.2575
C 1.9481 5.6497 1.1353
P -0.5892 5.2683 0.2513
O -0.7042 5.8212 -1.1190
N -0.1561 3.6268 0.2715
C -0.2430 2.9082 -1.0073
C 0.3833 2.9356 1.4336
N -2.0261 5.3882 1.0787
C -2.1620 4.9170 2.4454
C -3.2496 5.8275 0.3991
H -0.4631 7.8498 1.2760
H 1.1445 7.8938 1.8334
H -0.1488 7.1524 2.8970
H 2.2565 5.3454 2.1402
H 2.5528 6.4663 0.7381
H 2.1188 4.8091 0.4627
H -0.2820 1.8338 -0.8199
H -1.0525 3.2475 -1.6470
H 0.7166 3.1111 -1.4979
H 1.2108 2.3029 1.0952
H 0.8910 3.6232 2.1078
H -0.4277 2.3689 1.8929
H -2.7886 5.6089 3.0130
H -2.6180 3.9231 2.4937
H -1.1649 4.8932 2.8849
H -2.9767 6.1517 -0.6046
H -3.7320 6.6639 0.9031
H -3.9052 4.9681 0.2350
C 4.3085 -1.8536 1.2944
N 4.9570 -2.2887 0.0656
C 4.0126 -2.5490 -0.9842
P 6.3529 -3.1995 0.2200
O 6.1850 -4.5382 0.8438
N 7.0453 -3.2325 -1.2971
C 6.9228 -4.4339 -2.1033
C 7.4532 -2.0305 -2.0059
N 7.3401 -2.1461 1.1661
C 7.2715 -0.6779 1.0263
C 7.9631 -2.6623 2.3878
H 4.9774 -1.4557 2.0549
H 3.6030 -2.5980 1.6796
H 3.6356 -0.9975 1.1463
H 3.4565 -3.4728 -0.7867
H 4.5539 -2.6741 -1.9273
H 3.3421 -1.6977 -1.0838
H 7.7124 -4.5105 -2.8524
H 6.9446 -5.4039 -1.6062
H 5.9590 -4.4375 -2.6306
H 6.5695 -1.3836 -2.0940
H 8.2441 -1.5146 -1.4686
H 7.7423 -2.1758 -3.0452
H 7.7930 -0.2729 1.8946
H 7.7114 -0.4062 0.0739
H 6.2612 -0.2703 1.1091
H 7.3596 -2.3289 3.2411
H 8.9706 -2.2569 2.4731
H 7.9094 -3.7479 2.3632
C 6.7967 3.2082 -0.5421
N 6.0544 3.2296 -1.7826
C 6.7309 2.8031 -2.9835
P 4.3942 3.2827 -1.6486
O 3.8879 4.0018 -0.4722
N 3.8576 3.9504 -3.1388
C 2.5375 3.7034 -3.7381
C 4.5372 5.1568 -3.6005
N 3.8116 1.6933 -1.7546
C 4.0169 0.8735 -2.9307
C 2.7255 1.2987 -0.8843
H 6.6631 2.2444 -0.0317
H 6.4901 4.0031 0.1356
H 7.8690 3.3071 -0.7166
H 7.7067 3.2721 -3.1271
H 6.1885 2.9865 -3.9100
H 6.8522 1.7131 -2.9158
H 1.8943 3.0133 -3.1977
H 1.9934 4.6514 -3.8050
H 2.6761 3.3801 -4.7692
H 5.6130 5.0456 -3.4581
H 4.5281 5.1560 -4.6976
H 4.1448 6.0977 -3.2161
H 3.0738 0.8606 -3.5017
H 4.7221 1.1684 -3.7032
H 4.1641 -0.1835 -2.6909
H 2.5241 0.2309 -0.9584
H 1.8017 1.7660 -1.2548
H 2.9844 1.6525 0.1125
O -3.0141 -2.9336 3.6271
C -4.1853 -3.0098 3.8275
O -4.9835 -1.9415 3.9570
C -6.3170 -2.3810 4.2305
C -6.2371 -3.9179 4.2340
F -7.0200 -4.4609 3.2737
O -4.8807 -4.1524 3.8983
H -6.6286 -2.0049 5.2030
H -6.9445 -2.0199 3.4152
H -6.4231 -4.3940 5.1969
O -1.0739 -0.1019 -1.0540
C -0.7541 -0.3904 0.0562
O 0.3763 0.0255 0.6413
C 0.4959 -0.6964 1.8612
C -1.0012 -0.7063 2.2643
F -1.4280 0.5117 2.6923
O -1.5221 -0.9939 0.9762
H 0.7751 -1.7397 1.6898
H 1.2053 -0.2450 2.5386
H -1.1916 -1.4563 3.0255
O 2.2533 -6.4933 4.8195
C 1.2752 -5.9009 4.4777
O 0.3792 -5.3913 5.3119
C -0.5730 -4.5826 4.5843
C -0.3270 -5.0658 3.1571
F -0.4745 -4.0903 2.2478
O 1.0077 -5.5456 3.1996
H -1.5913 -4.7839 4.9086
H -0.3354 -3.5638 4.8921
H -0.9539 -5.9313 2.9287
O 0.9286 -2.9990 -1.0025
C 0.5177 -4.1097 -1.0885
O 0.5506 -4.9784 -0.0996
C -0.3458 -6.0522 -0.3587
C -0.4524 -5.9604 -1.8552
F -1.6606 -6.4405 -2.2526
O -0.3142 -4.5613 -2.1135
H 0.1824 -6.9455 -0.0169
H -1.2614 -6.0172 0.2323
H 0.3405 -6.5059 -2.3684
```

Calculated values
Spin multiplicity: 1
Energy above the lowest of the compared OMol25 structures with the same formula, charge and spin (eV): 0.000
Total charge: 0
Electronic energy (hartree): -7509.04676
SMILES: CN(C)P(=O)(N(C)C)N(C)C.CN(C)P(=O)(N(C)C)N(C)C.CN(C)P(=O)(N(C)C)N(C)C.CN(C)P(=O)(N(C)C)N(C)C.CN(C)P(=O)(N(C)C)N(C)C.CN(C)P(=O)(N(C)C)N(C)C.CN(C)P(=O)(N(C)C)N(C)C.O=C1OC[C@@H](F)O1.O=C1OC[C@@H](F)O1.O=C1OC[C@@H](F)O1.O=C1OC[C@@H](F)O1
Maximum force (eV/A): 3.236
LUMO level (eV): 0.26